one:
{
  "formula": "C4H14N3",
  "method": "ωB97M-V/def2-TZVPD",
  "total_charge": 1,
  "e_homo_ha": [-0.4998, -0.4942],
  "symbols": ["C", "C", "C", "C", "N", "N", "N", "H", "H", "H", "H", "H", "H", "H", "H", "H", "H", "H", "H", "H", "H"],
  "positions_angstrom": [[-2.38, 1.33, 0.14], [-1.75, 0.87, -1.12], [-0.96, -0.45, -0.85], [0.24, -1.03, 1.28], [1.19, 0.47, -0.47], [0.21, -0.38, -0.13], [3.26, -0.76, 0.59], [-2.79, 0.59, 0.79], [-1.56, 1.87, 0.86], [-3.26, 1.91, -0.07], [-1.23, 1.73, -1.52], [-2.46, 0.53, -1.82], [-1.59, -1.18, -0.37], [-0.72, -0.91, -1.87], [-0.66, -1.59, 1.42], [0.99, -0.78, 2.01], [2.17, 0.08, -0.04], [0.96, 0.99, -1.27], [2.79, -1.71, 0.46], [4.30, -0.85, 0.39], [3.26, -0.73, 1.59]]
}

two:
{
  "formula": "C4H14N3",
  "method": "ωB97M-V/def2-TZVPD",
  "total_charge": 1,
  "e_homo_ha": -0.4568,
  "symbols": ["C", "C", "N", "H", "H", "H", "H", "H", "N", "C", "C", "N", "H", "H", "H", "H", "H", "H", "H", "H", "H"],
  "positions_angstrom": [[-1.01, -2.44, 0.83], [-1.03, -1.89, -0.39], [-0.17, -2.17, -1.42], [-0.29, -3.21, 1.08], [-1.82, -2.24, 1.52], [-1.84, -1.22, -0.67], [0.67, -2.68, -1.20], [-0.06, -1.49, -2.15], [-0.27, 0.57, 1.56], [-0.20, 1.52, 0.41], [1.11, 1.36, -0.34], [1.20, 2.43, -1.30], [-0.31, -0.44, 1.26], [0.56, 0.68, 2.15], [-1.08, 0.72, 2.17], [-1.07, 1.34, -0.21], [-0.28, 2.53, 0.80], [1.93, 1.48, 0.37], [1.20, 0.34, -0.73], [2.15, 2.53, -1.65], [0.61, 2.29, -2.11]]
}

three:
{
  "formula": "C4H14N3",
  "method": "ωB97M-V/def2-TZVPD",
  "total_charge": 1,
  "e_homo_ha": -0.4674,
  "symbols": ["C", "C", "C", "C", "N", "N", "N", "H", "H", "H", "H", "H", "H", "H", "H", "H", "H", "H", "H", "H", "H"],
  "positions_angstrom": [[0.69, 0.21, -3.13], [-1.09, 1.23, 1.74], [1.30, -0.34, -1.89], [1.58, 0.42, -0.86], [-1.76, -1.32, 1.05], [0.69, -0.25, 2.03], [-0.23, 0.05, 1.26], [-0.27, -0.43, -3.31], [0.52, 1.32, -3.00], [1.33, 0.21, -3.93], [-2.14, 1.10, 1.28], [-1.26, 1.39, 2.87], [-0.62, 2.03, 1.22], [1.46, -1.48, -1.92], [-1.56, -1.53, 0.06], [2.02, 0.09, 0.05], [1.45, 1.50, -1.11], [-1.49, -2.15, 1.49], [-2.64, -1.00, 1.38], [0.69, -0.05, 3.05], [1.36, -0.99, 1.68]]
}

two wins, 0.1131 hartree ahead of the next structure.

one:
{
  "formula": "C4H14N3",
  "method": "ωB97M-V/def2-TZVPD",
  "total_charge": 1,
  "e_homo_ha": [-0.4407, -0.5126],
  "symbols": ["C", "C", "C", "C", "N", "N", "N", "H", "H", "H", "H", "H", "H", "H", "H", "H", "H", "H", "H", "H", "H"],
  "positions_angstrom": [[-0.91, 2.51, 0.34], [0.36, 1.70, -3.41], [0.11, 0.07, 1.94], [-0.74, 1.06, -0.06], [0.29, -0.95, -0.22], [-0.16, 0.12, 0.53], [0.57, -3.66, 1.07], [-1.75, 2.98, -0.25], [-1.05, 2.67, 1.36], [-0.06, 3.03, -0.02], [1.28, 1.40, -3.07], [-0.37, 1.83, -2.66], [0.11, 2.02, -4.45], [-0.28, 0.95, 2.38], [-0.53, -0.73, 2.25], [1.14, -0.36, 2.12], [0.20, -1.81, 0.28], [-0.13, -1.03, -1.12], [0.51, -3.70, 0.11], [-0.12, -4.14, 1.66], [1.49, -3.96, 1.25]]
}

two:
{
  "formula": "C4H14N3",
  "method": "ωB97M-V/def2-TZVPD",
  "total_charge": 1,
  "e_homo_ha": -0.5025,
  "symbols": ["N", "C", "N", "H", "H", "H", "H", "C", "C", "C", "N", "H", "H", "H", "H", "H", "H", "H", "H", "H", "H"],
  "positions_angstrom": [[-3.51, 1.11, 0.11], [-3.03, 0.21, 1.02], [-1.83, -0.21, 1.02], [-2.87, 1.77, -0.26], [-4.45, 1.39, 0.30], [-3.76, -0.16, 1.74], [-1.68, -0.88, 1.76], [1.10, -1.62, -0.49], [1.69, -0.29, -0.05], [2.77, 0.21, -0.99], [0.59, 0.74, 0.05], [0.29, -1.91, 0.18], [0.75, -1.61, -1.52], [1.87, -2.39, -0.40], [2.04, -0.39, 0.98], [2.38, 0.30, -2.00], [3.64, -0.44, -0.98], [3.12, 1.20, -0.67], [-0.35, 0.33, 0.44], [0.87, 1.53, 0.64], [0.37, 1.10, -0.88]]
}

two wins, 0.2613 hartree ahead of the next structure.

one:
{
  "formula": "H3O3PS",
  "method": "ωB97M-V/def2-TZVPD",
  "total_charge": 0,
  "e_homo_ha": -0.3327,
  "smiles": "OSP(O)O",
  "symbols": ["O", "O", "O", "P", "S", "H", "H", "H"],
  "positions_angstrom": [[-0.02, 0.97, 1.78], [-1.76, 0.52, 0.08], [1.40, -1.27, -1.38], [-0.20, -0.16, 0.70], [1.25, 0.32, -0.87], [-0.82, 1.40, 1.55], [-2.05, 0.00, -0.70], [2.20, -1.76, -1.16]]
}

two:
{
  "formula": "H3O3PS",
  "method": "ωB97M-V/def2-TZVPD",
  "total_charge": 0,
  "e_homo_ha": -0.3379,
  "smiles": "O=PO.OS",
  "symbols": ["O", "O", "O", "P", "S", "H", "H", "H"],
  "positions_angstrom": [[-1.12, 0.00, -2.44], [-1.87, 0.45, -0.10], [0.62, -0.49, 1.59], [-2.42, -0.03, -1.35], [1.85, 0.03, 0.64], [-0.38, 0.36, -2.02], [2.98, -0.35, 1.32], [0.34, 0.03, 2.37]]
}

one wins, 0.0051 hartree ahead of the next structure.

one:
{
  "formula": "C3H8NS",
  "method": "ωB97M-V/def2-TZVPD",
  "total_charge": -1,
  "e_homo_ha": -0.1048,
  "symbols": ["S", "H", "N", "C", "C", "C", "H", "H", "H", "H", "H", "H", "H"],
  "positions_angstrom": [[0.66, -3.07, 1.06], [1.42, -3.77, 1.92], [-1.06, -0.43, 0.81], [-0.19, -0.09, -0.31], [0.69, 2.19, -0.83], [-0.33, 1.36, -0.69], [-0.61, -1.21, 1.31], [-1.94, -0.82, 0.49], [-0.34, -0.72, -1.20], [0.84, -0.25, 0.02], [0.50, 3.26, -0.89], [1.71, 1.84, -0.86], [-1.35, 1.71, -0.82]]
}

two:
{
  "formula": "C3H8NS",
  "method": "ωB97M-V/def2-TZVPD",
  "total_charge": -1,
  "e_homo_ha": -0.0936,
  "symbols": ["C", "S", "H", "H", "H", "C", "C", "N", "H", "H", "H", "H", "H"],
  "positions_angstrom": [[2.51, -0.80, 1.64], [1.60, -1.82, 0.42], [2.48, 0.29, 1.52], [3.57, -1.05, 1.62], [2.17, -0.99, 2.66], [-2.76, 0.71, -1.02], [-1.49, 0.90, -0.62], [-0.41, 0.16, -1.06], [-2.85, -0.18, -1.64], [-3.49, 1.47, -0.78], [-1.24, 1.76, 0.01], [-0.40, 0.05, -2.07], [0.31, -0.51, -0.67]]
}

three:
{
  "formula": "C3H8NS",
  "method": "ωB97M-V/def2-TZVPD",
  "total_charge": -1,
  "e_homo_ha": -0.0986,
  "symbols": ["C", "S", "H", "H", "H", "C", "C", "N", "H", "H", "H", "H", "H"],
  "positions_angstrom": [[-2.48, 1.62, 0.00], [-2.08, 0.35, -1.25], [-2.23, 2.62, -0.37], [-1.92, 1.46, 0.92], [-3.56, 1.50, 0.18], [2.28, -1.63, 0.72], [1.68, -1.08, -0.37], [0.85, 0.01, -0.35], [1.96, -1.48, 1.74], [2.93, -2.45, 0.46], [1.82, -1.50, -1.35], [0.87, 0.52, 0.53], [-0.11, 0.07, -0.87]]
}

four:
{
  "formula": "C3H8NS",
  "method": "ωB97M-V/def2-TZVPD",
  "total_charge": -1,
  "e_homo_ha": -0.0850,
  "symbols": ["C", "S", "H", "H", "H", "C", "C", "N", "H", "H", "H", "H", "H"],
  "positions_angstrom": [[2.26, 1.87, 1.83], [1.14, 0.40, 2.09], [2.82, 1.72, 0.91], [2.89, 1.99, 2.71], [1.80, 2.86, 1.63], [-2.13, -0.84, -1.72], [-0.37, -1.60, -0.46], [-1.29, -1.95, -1.27], [-2.92, -1.29, -2.32], [-2.54, -0.22, -0.92], [-1.66, -0.12, -2.41], [0.51, -2.14, -0.13], [-0.52, -0.65, 0.07]]
}

one wins, 0.0075 hartree ahead of the next structure.

one:
{
  "formula": "C3H8NS",
  "method": "ωB97M-V/def2-TZVPD",
  "total_charge": -1,
  "e_homo_ha": -0.0879,
  "smiles": "C[C@@H](N)C[S-]",
  "symbols": ["C", "C", "C", "S", "N", "H", "H", "H", "H", "H", "H", "H", "H"],
  "positions_angstrom": [[-0.21, 0.75, 1.23], [-0.53, -0.11, 0.03], [0.62, -1.12, -0.30], [2.22, -0.42, -0.73], [-0.67, 0.80, -1.16], [0.23, 1.69, 0.90], [-1.07, 0.94, 1.88], [0.46, 0.16, 1.86], [-1.51, -0.60, -0.02], [0.17, -1.78, -1.05], [0.68, -1.81, 0.58], [-0.60, 0.20, -1.99], [0.21, 1.30, -1.23]]
}

two:
{
  "formula": "C3H8NS",
  "method": "ωB97M-V/def2-TZVPD",
  "total_charge": -1,
  "e_homo_ha": -0.0932,
  "symbols": ["C", "S", "H", "H", "H", "C", "C", "N", "H", "H", "H", "H", "H"],
  "positions_angstrom": [[-0.97, -1.73, -1.83], [-0.54, -2.67, -0.32], [-0.40, -0.79, -1.86], [-2.02, -1.43, -1.79], [-0.78, -2.27, -2.76], [0.69, 2.32, 1.05], [0.51, 1.04, 0.66], [0.46, -0.06, 1.47], [1.09, 2.62, 2.01], [0.38, 3.11, 0.39], [0.40, 0.80, -0.39], [0.98, 0.03, 2.33], [0.20, -0.96, 1.03]]
}

one wins, 0.0209 hartree ahead of the next structure.

one:
{
  "formula": "H6N2Si",
  "method": "ωB97M-V/def2-TZVPD",
  "total_charge": 0,
  "e_homo_ha": [-0.3005, -0.2576],
  "symbols": ["N", "N", "Si", "H", "H", "H", "H", "H", "H"],
  "positions_angstrom": [[-0.23, 1.71, 0.85], [-0.81, 0.40, 0.73], [0.64, -1.30, -0.66], [0.79, 1.43, 0.90], [-0.51, 2.26, 1.68], [-1.68, 0.65, 0.27], [0.32, -2.29, -1.88], [0.95, -1.99, 0.45], [1.62, -0.26, -1.16]]
}

two:
{
  "formula": "H6N2Si",
  "method": "ωB97M-V/def2-TZVPD",
  "total_charge": 0,
  "e_homo_ha": [-0.2451, -0.3169],
  "symbols": ["N", "N", "Si", "H", "H", "H", "H", "H", "H"],
  "positions_angstrom": [[-1.51, 0.15, -0.25], [-0.38, 0.33, 0.62], [1.34, 0.12, 0.33], [-1.83, -0.74, 0.03], [-1.01, 0.14, -1.11], [-0.61, 0.49, 1.55], [2.00, -0.81, -0.51], [1.97, 1.00, 1.45], [0.03, -0.67, -2.12]]
}

one wins, 0.0381 hartree ahead of the next structure.